{
  "formula": "C28H36F9IN3O4SeSi2TeV",
  "method": "wB97M-V/def2-TZVPD",
  "symbols": ["V", "O", "C", "C", "C", "C", "C", "C", "C", "N", "N", "C", "O", "C", "C", "C", "C", "C", "C", "H", "H", "H", "H", "H", "H", "H", "H", "H", "H", "N", "C", "O", "C", "I", "H", "H", "H", "H", "C", "Si", "C", "C", "C", "Te", "C", "Si", "C", "C", "C", "H", "H", "H", "H", "H", "H", "H", "H", "H", "H", "H", "H", "H", "H", "H", "H", "H", "H", "H", "H", "H", "H", "Se", "F", "C", "F", "F", "C", "O", "C", "F", "F", "F", "C", "F", "F", "F"],
  "positions_angstrom": [[-0.2447, -0.2034, -0.1344], [1.7484, 0.3302, -0.3974], [2.5110, 0.9395, 0.4466], [3.8866, 0.5949, 0.5289], [4.7399, 1.2188, 1.4127], [4.2928, 2.2395, 2.2543], [2.9627, 2.6076, 2.1786], [2.0677, 1.9758, 1.3145], [0.7084, 2.4568, 1.2385], [-0.2167, 1.8350, 0.6119], [-1.3910, 2.5527, 0.4320], [-2.0698, 1.9991, -0.5346], [-1.7429, 0.9556, -1.1962], [-3.3446, 2.6919, -0.9058], [-3.9650, 3.5964, -0.0480], [-5.1447, 4.2145, -0.4268], [-5.7125, 3.9444, -1.6674], [-5.0947, 3.0468, -2.5254], [-3.9172, 2.4211, -2.1427], [4.2267, -0.2030, -0.1194], [5.7782, 0.9050, 1.4576], [4.9668, 2.7247, 2.9484], [2.5807, 3.3970, 2.8184], [0.4737, 3.4307, 1.6687], [-3.5144, 3.7851, 0.9166], [-5.6324, 4.9046, 0.2522], [-6.6389, 4.4275, -1.9574], [-5.5356, 2.8266, -3.4911], [-3.4286, 1.7031, -2.7871], [2.5049, -1.5994, 2.7719], [1.2451, -1.1964, 3.1534], [0.9201, -0.0304, 3.2378], [0.2869, -2.3027, 3.5059], [0.6567, -2.9462, 5.5558], [3.0014, -0.8492, 2.3041], [2.4738, -2.4364, 2.2015], [0.3876, -3.1825, 2.8812], [-0.7246, -1.9280, 3.5052], [-1.5547, -2.5734, -5.8711], [-2.7135, -1.9034, -4.5414], [-3.3650, -0.2294, -5.0996], [-4.1783, -3.0777, -4.3674], [-1.8601, -1.7533, -2.9008], [-0.0747, -0.5984, -2.8282], [1.1450, -2.2623, -3.3434], [2.7471, -1.8762, -4.1894], [2.4843, -0.8881, -5.7751], [3.6054, -3.4873, -4.6706], [3.8414, -0.9119, -3.0096], [-2.0633, -2.6136, -6.8382], [-1.2056, -3.5797, -5.6310], [-0.6757, -1.9334, -5.9811], [-3.8160, -0.3066, -6.0925], [-2.5657, 0.5136, -5.1412], [-4.1244, 0.1391, -4.4071], [-4.7739, -3.1162, -5.2832], [-4.8266, -2.7532, -3.5511], [-3.8426, -4.0904, -4.1353], [-1.5407, -2.6961, -2.4465], [-2.5134, -1.2783, -2.1680], [0.5082, -2.9224, -3.9366], [1.3165, -2.7323, -2.3636], [1.9884, -1.4955, -6.5368], [3.4430, -0.5530, -6.1792], [1.8634, -0.0074, -5.6001], [3.0270, -4.0197, -5.4294], [3.7018, -4.1434, -3.8037], [4.6051, -3.3052, -5.0719], [3.2707, -0.1633, -2.4541], [4.6616, -0.4116, -3.5317], [4.2657, -1.5825, -2.2589], [0.3698, -2.5191, 0.0927], [-4.1988, -0.5575, -0.7541], [-4.4554, -0.4736, 0.5553], [-4.6993, 0.8193, 0.8278], [-5.6263, -1.1292, 0.7500], [-3.2476, -1.0004, 1.4236], [-2.0969, -0.5330, 0.9969], [-3.5205, -0.5088, 2.8968], [-4.8288, -0.5286, 3.2575], [-3.0951, 0.7385, 3.0724], [-2.8773, -1.2753, 3.8008], [-3.3489, -2.5704, 1.4107], [-3.4551, -3.0225, 0.1505], [-2.3006, -3.1566, 1.9693], [-4.4433, -3.0366, 2.0780]],
  "atomic_forces_ev_per_a": [[-0.386, -0.256, 0.219], [-0.323, 0.038, 0.089], [0.144, -0.021, -0.043], [-0.066, 0.001, -0.071], [0.111, -0.017, 0.011], [-0.069, 0.024, -0.018], [-0.011, -0.052, -0.004], [0.001, 0.071, 0.085], [0.008, -0.111, -0.099], [0.021, 0.046, 0.257], [-0.039, -0.091, -0.116], [-0.343, 0.305, 0.233], [0.375, -0.055, -0.007], [0.125, 0.030, -0.195], [0.053, -0.008, -0.058], [-0.017, 0.013, -0.001], [-0.047, 0.032, 0.012], [-0.025, 0.007, -0.012], [-0.016, -0.013, 0.058], [0.035, 0.004, 0.002], [-0.003, -0.007, -0.011], [0.000, -0.003, 0.006], [-0.002, 0.005, 0.004], [-0.026, 0.029, -0.034], [0.014, -0.002, 0.004], [-0.002, 0.001, -0.004], [0.005, -0.005, -0.002], [0.007, -0.001, 0.000], [0.017, -0.008, 0.000], [-0.210, 0.045, 0.021], [0.228, 0.020, -0.227], [-0.022, 0.061, 0.278], [-0.019, -0.123, 0.190], [-0.027, 0.047, -0.133], [0.050, -0.029, 0.036], [0.014, -0.011, -0.070], [0.019, 0.010, 0.001], [-0.043, -0.003, -0.030], [-0.061, 0.071, 0.014], [0.024, -0.003, -0.013], [0.052, -0.083, -0.003], [0.070, 0.050, -0.038], [0.013, -0.080, 0.139], [-0.016, 0.138, -0.564], [-0.025, -0.156, 0.072], [0.106, 0.146, 0.071], [0.005, -0.033, 0.040], [-0.054, 0.049, 0.014], [-0.014, -0.010, -0.081], [-0.008, -0.014, -0.012], [-0.012, -0.028, 0.023], [-0.002, 0.024, 0.020], [-0.016, 0.029, -0.011], [0.027, -0.017, -0.002], [-0.032, -0.018, 0.021], [-0.009, -0.009, -0.014], [-0.011, 0.024, 0.012], [0.019, -0.017, 0.004], [-0.077, -0.024, -0.031], [-0.038, 0.058, 0.019], [0.036, 0.005, -0.042], [-0.006, -0.068, -0.032], [-0.006, -0.015, -0.009], [0.014, -0.006, -0.038], [0.010, 0.007, 0.048], [-0.004, -0.014, -0.015], [0.007, 0.003, 0.032], [0.027, 0.013, -0.021], [-0.048, 0.019, -0.028], [0.022, -0.013, 0.015], [-0.002, -0.036, -0.005], [0.080, -0.007, 0.092], [0.045, -0.026, 0.043], [-0.148, 0.068, -0.087], [0.004, -0.045, 0.018], [0.074, 0.027, -0.006], [-0.009, 0.014, -0.011], [0.350, 0.020, -0.073], [-0.021, 0.023, 0.167], [0.039, -0.055, -0.040], [0.006, 0.006, -0.064], [0.001, -0.003, -0.042], [-0.008, -0.136, 0.038], [0.001, 0.020, 0.005], [0.019, 0.071, 0.016], [0.044, 0.060, -0.013]],
  "lowdin_charge": [0.40, -0.27, -0.38, -0.04, -0.12, -0.13, -0.07, -0.16, -0.07, -0.05, 0.09, -0.48, -0.26, -0.15, -0.04, -0.10, -0.12, -0.09, -0.03, 0.10, 0.09, 0.08, 0.10, 0.12, 0.11, 0.09, 0.09, 0.09, 0.09, 0.15, -0.72, 0.05, -0.57, 0.64, 0.07, 0.05, -0.01, 0.01, -0.19, 0.40, -0.18, -0.18, -0.54, 1.35, -0.59, 0.38, -0.20, -0.19, -0.17, 0.02, 0.03, 0.01, 0.02, 0.02, 0.02, 0.02, 0.03, 0.03, 0.01, 0.00, 0.00, -0.08, 0.02, 0.02, 0.01, 0.02, 0.03, 0.02, 0.02, 0.03, 0.03, 0.10, 0.15, -0.51, 0.16, 0.13, -0.35, -0.18, -0.52, 0.13, 0.17, 0.14, -0.54, 0.14, 0.13, 0.12],
  "total_charge": -2,
  "energy_ha": -6943.0081,
  "spin_multiplicity": 3,
  "homo_ev": [-0.758, -1.010],
  "gap_ev": [4.6, 4.9],
  "max_force_ev_per_a": 0.6,
  "lumo_energy_ev": [3.88, 3.87],
  "e_above_lowest_ev": 0.000
}